[1]
Entry from the Open Molecules 2025 dataset: a structure of composition C15H35CuN5O5 at a distorted geometry (ωB97M-V/def2-TZVPD).

Its lowest unoccupied orbital energy is -1.6 eV. The charge is +1. The value obtained for the gap between HOMO and LUMO is 8.45 eV. As for the multiplicity: 1. Its total energy is -2882.8427 a.u.

Each line ends with the Löwdin charge.
CARTESIAN COORDINATES (ANGSTROEM)
1 Cu 0.281 0.381 0.417  0.39
2 C 2.223 -0.533 -2.718  0.03
3 C 1.092 0.569 -2.757  -0.57
4 O 0.626 1.154 -1.802  0.03
5 N 0.696 0.818 -3.958  0.03
6 C -0.418 1.748 -4.301  -0.03
7 H 2.340 -0.993 -3.699  0.08
8 H 1.830 -1.323 -2.078  0.07
9 H 3.014 0.048 -2.244  0.08
10 H 1.296 0.474 -4.694  0.14
11 H -0.273 2.730 -3.851  0.09
12 H -1.438 1.399 -4.140  0.08
13 H -0.259 2.089 -5.324  0.08
14 C 4.379 -1.479 1.061  0.01
15 C 3.625 -0.281 0.747  -0.55
16 O 2.426 -0.322 0.399  0.00
17 N 4.292 0.864 0.775  0.04
18 C 3.738 2.135 0.252  -0.04
19 H 5.041 -1.752 0.239  0.10
20 H 3.655 -2.273 1.239  0.10
21 H 5.031 -1.370 1.928  0.09
22 H 5.033 0.974 1.453  0.15
23 H 2.738 2.208 -0.176  0.07
24 H 4.463 2.523 -0.463  0.08
25 H 3.618 2.843 1.071  0.08
26 C 0.544 -0.124 4.281  0.03
27 C 0.535 1.311 3.709  -0.52
28 O 0.275 1.494 2.513  0.01
29 N 0.506 2.284 4.592  0.01
30 C 0.380 3.700 4.388  -0.05
31 H 0.683 -0.054 5.360  0.08
32 H 1.404 -0.498 3.725  0.08
33 H -0.365 -0.627 3.951  0.09
34 H 0.517 1.943 5.542  0.14
35 H 0.448 3.998 3.341  0.09
36 H 1.000 4.348 5.008  0.09
37 H -0.618 3.976 4.727  0.09
38 C -1.328 -2.370 -2.362  0.03
39 C -0.993 -2.479 -0.840  -0.46
40 O -0.368 -1.647 -0.188  0.00
41 N -1.644 -3.416 -0.097  0.03
42 C -2.516 -4.504 -0.668  -0.05
43 H -2.062 -1.599 -2.595  0.09
44 H -1.649 -3.315 -2.800  0.07
45 H -0.576 -2.109 -3.106  0.07
46 H -1.640 -3.235 0.897  0.14
47 H -1.858 -5.080 -1.319  0.08
48 H -3.288 -3.971 -1.224  0.07
49 H -3.004 -5.237 -0.026  0.09
50 C -2.881 1.766 -1.351  0.02
51 C -3.062 0.717 -0.284  -0.58
52 O -2.170 0.480 0.490  0.05
53 N -4.236 0.190 -0.165  0.03
54 C -4.412 -1.076 0.518  -0.05
55 H -3.320 1.339 -2.252  0.08
56 H -1.847 2.057 -1.536  0.07
57 H -3.349 2.737 -1.190  0.09
58 H -5.049 0.527 -0.661  0.15
59 H -5.305 -1.073 1.142  0.10
60 H -3.597 -1.157 1.237  0.08
61 H -4.207 -1.925 -0.134  0.07

[2]
Entry from the Open Molecules 2025 dataset: a cluster of 3 separate species, C15H35FO2P3 in total (ωB97M-V/def2-TZVPD).

Its lowest unoccupied orbital energy is -2.5 eV. The charge is +1. The value obtained for the gap between HOMO and LUMO is 9.58 eV. As for the multiplicity: 1. Its total energy is -1866.7137 a.u.

Each line ends with the Löwdin charge.
CARTESIAN COORDINATES (ANGSTROEM)
1 C 0.428 -3.781 3.032  -0.15
2 C -0.520 -3.104 2.029  -0.47
3 P 0.416 -2.313 0.635  0.87
4 C -0.642 -2.729 -0.832  -0.46
5 C -2.004 -2.067 -1.045  -0.18
6 P -0.055 -0.170 0.899  0.74
7 C 1.498 0.719 0.549  -0.34
8 C 2.385 0.865 1.781  -0.44
9 C 3.809 1.190 1.429  -0.02
10 F 2.303 -0.355 2.482  -0.07
11 P -1.043 0.255 2.834  0.77
12 C -0.677 2.049 3.043  -0.33
13 C -2.736 0.346 2.104  -0.34
14 H 0.509 -4.850 2.836  0.07
15 H 0.068 -3.656 4.052  0.07
16 H 1.433 -3.359 2.988  0.05
17 H -1.188 -3.826 1.555  0.07
18 H -1.161 -2.389 2.546  0.01
19 H -0.763 -3.812 -0.728  0.08
20 H 0.003 -2.588 -1.701  0.07
21 H -2.660 -2.733 -1.607  0.08
22 H -1.920 -1.140 -1.613  0.05
23 H -2.509 -1.832 -0.103  0.06
24 H -0.932 0.235 -0.119  0.00
25 H 2.017 0.106 -0.194  0.08
26 H 1.288 1.690 0.096  0.10
27 H 1.972 1.619 2.449  0.12
28 H 4.289 0.342 0.938  0.10
29 H 3.788 2.044 0.750  0.07
30 H 4.375 1.464 2.318  0.09
31 H 0.191 2.158 3.690  0.03
32 H -0.539 2.625 2.129  0.05
33 H -1.542 2.459 3.569  0.05
34 H -2.770 0.766 1.099  0.00
35 H -3.343 0.957 2.774  0.05
36 H -3.174 -0.653 2.075  0.03
37 C 3.576 1.877 -3.014  -0.02
38 C 4.271 2.962 -2.228  -0.49
39 O 3.830 3.371 -1.176  0.05
40 C 5.539 3.513 -2.823  -0.02
41 H 2.670 1.562 -2.501  0.06
42 H 3.323 2.243 -4.011  0.09
43 H 4.246 1.026 -3.149  0.09
44 H 5.338 3.926 -3.813  0.09
45 H 6.268 2.711 -2.955  0.09
46 H 5.951 4.284 -2.178  0.09
47 C -3.992 -0.115 -3.213  -0.02
48 C -4.234 0.015 -1.732  -0.52
49 O -3.630 0.821 -1.055  0.03
50 C -5.279 -0.892 -1.136  -0.01
51 H -3.227 0.588 -3.533  0.09
52 H -3.690 -1.136 -3.456  0.08
53 H -4.919 0.076 -3.757  0.09
54 H -5.020 -1.937 -1.316  0.08
55 H -6.240 -0.719 -1.624  0.09
56 H -5.376 -0.708 -0.069  0.08

[3]
Entry from the Open Molecules 2025 dataset: a structure of composition C15H35InN5O5 at a distorted geometry (ωB97M-V/def2-TZVPD).

Its lowest unoccupied orbital energy is -14.5 eV. The charge is +3. The value obtained for the gap between HOMO and LUMO is 3.32 eV. As for the multiplicity: 1. Its total energy is -1431.5622 a.u.

Each line ends with the Löwdin charge.
CARTESIAN COORDINATES (ANGSTROEM)
1 In 12.659 5.224 -25.369  1.46
2 C 15.530 9.169 -24.691  0.03
3 C 14.034 9.182 -24.934  -0.45
4 O 13.474 8.046 -25.110  -0.02
5 N 13.379 10.302 -25.029  0.08
6 C 11.931 10.447 -25.222  0.00
7 H 15.846 9.236 -23.650  0.10
8 H 16.042 9.960 -25.240  0.10
9 H 16.146 8.339 -25.035  0.07
10 H 13.927 11.150 -25.031  0.17
11 H 11.704 10.461 -26.288  0.08
12 H 11.613 11.448 -24.931  0.11
13 H 11.297 9.666 -24.800  0.07
14 C 9.549 8.168 -22.748  0.05
15 C 9.482 7.219 -23.943  -0.51
16 O 10.530 6.849 -24.433  -0.01
17 N 8.299 6.842 -24.392  0.07
18 C 8.012 5.868 -25.428  -0.03
19 H 9.763 7.545 -21.880  0.11
20 H 8.743 8.851 -22.480  0.10
21 H 10.355 8.888 -22.890  0.08
22 H 7.435 7.138 -23.960  0.17
23 H 7.352 5.179 -24.900  0.11
24 H 8.823 5.269 -25.842  0.07
25 H 7.662 6.331 -26.350  0.10
26 C 10.367 8.320 -28.574  0.05
27 C 10.286 6.863 -28.299  -0.51
28 O 10.696 6.399 -27.207  -0.05
29 N 9.832 6.062 -29.225  0.09
30 C 9.736 4.562 -29.160  0.02
31 H 9.447 8.556 -29.108  0.11
32 H 11.093 8.392 -29.384  0.11
33 H 10.608 8.989 -27.749  0.08
34 H 9.831 6.502 -30.134  0.16
35 H 9.501 4.228 -30.170  0.11
36 H 9.025 4.210 -28.412  0.10
37 H 10.748 4.179 -29.025  0.09
38 C 16.105 5.661 -22.067  0.05
39 C 16.224 5.389 -23.635  -0.46
40 O 15.271 5.707 -24.415  -0.11
41 N 17.385 5.010 -24.105  0.07
42 C 17.809 5.028 -25.517  0.02
43 H 17.052 5.340 -21.633  0.08
44 H 15.373 5.093 -21.492  0.07
45 H 15.772 6.678 -21.858  0.09
46 H 18.092 4.861 -23.399  0.16
47 H 17.235 4.222 -25.973  0.09
48 H 18.873 4.800 -25.567  0.11
49 H 17.456 5.952 -25.977  0.10
50 C 12.929 2.391 -21.434  0.04
51 C 13.741 2.448 -22.746  -0.56
52 O 13.289 2.842 -23.802  -0.04
53 N 14.971 2.058 -22.577  0.07
54 C 15.940 1.845 -23.689  0.01
55 H 13.042 1.485 -20.839  0.10
56 H 11.869 2.503 -21.664  0.09
57 H 13.248 3.257 -20.855  0.09
58 H 15.130 1.669 -21.658  0.16
59 H 16.905 1.909 -23.185  0.10
60 H 15.804 2.630 -24.433  0.07
61 H 15.847 0.829 -24.071  0.11

[4]
Entry from the Open Molecules 2025 dataset: a structure of composition C15H35IrN4O9P at a distorted geometry (ωB97M-V/def2-TZVPD).

Its lowest unoccupied orbital energy (spin up / spin down) is -3.7 / -5.8 eV. The charge is +1. The value obtained for the gap between HOMO and LUMO (spin up / spin down) is 5.40 / 6.33 eV. As for the expectation value of S²: 6.11. As for the multiplicity: 5. Its total energy is -1933.9488 a.u.

Each line ends with the Mulliken spin population.
CARTESIAN COORDINATES (ANGSTROEM)
1 O 1.026 -0.743 -4.452  0.00
2 H 0.842 -1.075 -5.347  0.00
3 Ir -0.098 -0.462 -0.869  0.14
4 N 0.990 0.920 -1.851  0.02
5 N 1.792 -1.047 -0.480  0.20
6 N -2.077 -0.100 -0.864  0.40
7 N -0.794 -1.927 0.296  0.45
8 O 0.566 2.045 -2.178  0.41
9 O -2.673 0.924 -1.343  0.52
10 O -0.059 -2.786 1.013  0.16
11 O 2.172 -1.875 0.443  0.28
12 C 2.755 -0.503 -1.282  -0.03
13 C 2.308 0.564 -2.074  0.08
14 C -2.850 -1.025 -0.228  0.24
15 C -2.130 -2.001 0.477  0.18
16 C 3.088 1.303 -3.093  0.02
17 H 2.812 0.962 -4.100  0.01
18 H 4.154 1.113 -2.949  0.00
19 H 2.896 2.378 -3.017  0.01
20 C 4.122 -1.075 -1.224  0.03
21 H 4.155 -2.067 -1.696  -0.01
22 H 4.464 -1.192 -0.189  -0.01
23 H 4.825 -0.429 -1.758  0.00
24 C -4.315 -0.802 -0.207  0.01
25 C -2.738 -2.964 1.433  0.02
26 H -4.690 -0.538 -1.205  0.02
27 H -4.587 0.016 0.480  0.02
28 H -4.807 -1.723 0.128  0.00
29 H -1.973 -3.534 1.964  0.01
30 H -3.388 -3.664 0.894  0.00
31 H -3.367 -2.437 2.165  0.00
32 H -1.655 0.953 -2.717  -0.01
33 H 0.957 -2.477 0.800  0.00
34 C 0.153 -2.056 -2.481  0.60
35 H 0.961 -1.899 -3.190  0.00
36 H -0.829 -2.078 -2.974  0.03
37 H 0.343 -2.981 -1.914  0.00
38 O -1.214 0.282 -3.322  0.04
39 H 0.218 -0.261 -4.157  0.00
40 H -1.843 0.137 -4.055  0.00
41 C 2.760 2.570 2.793  0.00
42 C 2.631 1.621 1.634  -0.01
43 O 1.327 1.823 0.990  0.02
44 P -0.004 0.996 0.874  0.10
45 O -0.368 0.339 2.278  0.03
46 C 0.518 -0.358 3.213  0.00
47 C -0.322 -1.279 4.051  0.00
48 O -1.084 2.132 0.639  0.03
49 C -2.318 2.309 1.387  0.01
50 C -3.102 3.358 0.650  0.00
51 H 2.413 3.572 2.522  0.00
52 H 3.808 2.638 3.095  0.00
53 H 2.188 2.217 3.658  0.00
54 H 3.374 1.834 0.859  0.00
55 H 2.746 0.574 1.946  0.00
56 H 1.288 -0.922 2.665  0.00
57 H 1.009 0.409 3.826  0.00
58 H -0.678 -2.121 3.450  0.00
59 H 0.293 -1.683 4.860  0.00
60 H -1.177 -0.754 4.490  0.00
61 H -2.871 1.360 1.451  -0.01
62 H -2.051 2.642 2.399  0.00
63 H -4.009 3.608 1.203  0.00
64 H -3.381 2.972 -0.335  0.00
65 H -2.505 4.267 0.524  0.00

[5]
Entry from the Open Molecules 2025 dataset: a cluster of 4 separate species, C15H35N3O6 in total at a distorted geometry (ωB97M-V/def2-TZVPD).

Its lowest unoccupied orbital energy is 0.6 eV. The value obtained for the gap between HOMO and LUMO is 9.63 eV. As for the multiplicity: 1. Its total energy is -1208.1337 a.u.

Each line ends with the Löwdin charge.
CARTESIAN COORDINATES (ANGSTROEM)
1 C -2.281 -17.514 -11.200  -0.10
2 O -3.391 -18.375 -11.405  -0.18
3 C -4.502 -17.647 -11.836  -0.23
4 C -5.799 -18.444 -11.595  -0.17
5 O -5.776 -19.327 -10.481  -0.13
6 C -5.596 -20.692 -10.788  -0.21
7 C -6.840 -21.513 -11.093  -0.18
8 O -7.141 -21.317 -12.472  -0.19
9 C -7.865 -22.355 -13.086  -0.11
10 H -1.393 -18.106 -10.993  0.08
11 H -2.463 -16.808 -10.387  0.09
12 H -2.101 -16.945 -12.118  0.09
13 H -4.483 -17.371 -12.901  0.12
14 H -4.600 -16.658 -11.360  0.12
15 H -5.958 -18.985 -12.531  0.12
16 H -6.648 -17.807 -11.349  0.13
17 H -5.145 -21.101 -9.866  0.11
18 H -4.678 -20.797 -11.384  0.13
19 H -7.723 -21.223 -10.523  0.13
20 H -6.522 -22.519 -10.796  0.12
21 H -8.769 -22.005 -13.590  0.08
22 H -8.133 -23.154 -12.389  0.08
23 H -7.269 -22.849 -13.863  0.09
24 C -5.929 -22.511 -1.681  -0.04
25 N -5.386 -21.359 -2.387  -0.20
26 C -5.267 -20.109 -1.628  -0.03
27 C -4.952 -21.392 -3.653  -0.35
28 O -4.483 -20.428 -4.232  0.00
29 H -5.847 -23.340 -2.385  0.08
30 H -6.978 -22.316 -1.462  0.09
31 H -5.302 -22.710 -0.814  0.09
32 H -4.578 -20.272 -0.802  0.09
33 H -4.940 -19.232 -2.178  0.08
34 H -6.295 -19.836 -1.369  0.09
35 H -5.104 -22.379 -4.112  0.13
36 C -1.403 -23.374 -12.585  -0.06
37 N -2.474 -23.950 -13.373  -0.20
38 C -2.199 -24.044 -14.797  -0.04
39 C -3.484 -24.614 -12.786  -0.34
40 O -4.376 -25.185 -13.394  -0.01
41 H -1.144 -22.327 -12.739  0.09
42 H -0.526 -23.999 -12.793  0.09
43 H -1.575 -23.500 -11.515  0.07
44 H -3.023 -24.512 -15.325  0.08
45 H -1.956 -23.053 -15.176  0.09
46 H -1.312 -24.679 -14.904  0.09
47 H -3.538 -24.634 -11.689  0.13
48 C -2.623 -21.643 -6.215  -0.07
49 N -2.447 -22.467 -7.397  -0.18
50 C -2.160 -21.749 -8.623  -0.03
51 C -2.875 -23.736 -7.439  -0.35
52 O -2.796 -24.459 -8.416  0.00
53 H -2.995 -22.202 -5.363  0.06
54 H -3.329 -20.815 -6.289  0.08
55 H -1.695 -21.133 -5.946  0.09
56 H -1.476 -20.922 -8.432  0.09
57 H -1.822 -22.415 -9.408  0.07
58 H -3.067 -21.248 -8.978  0.08
59 H -3.342 -24.070 -6.500  0.13

[6]
Entry from the Open Molecules 2025 dataset: a cluster of 3 separate species, C15H35NO3 in total at a distorted geometry (ωB97M-V/def2-TZVPD).

Its lowest unoccupied orbital energy is 0.7 eV. The value obtained for the gap between HOMO and LUMO is 8.98 eV. As for the multiplicity: 1. Its total energy is -872.9434 a.u.

Each line ends with the Löwdin charge.
CARTESIAN COORDINATES (ANGSTROEM)
1 C 0.320 3.514 -1.694  -0.03
2 C -0.927 3.147 -0.907  -0.54
3 C -1.742 4.428 -0.691  -0.02
4 C -1.729 2.125 -1.694  -0.13
5 C -2.910 1.544 -0.899  -0.16
6 C -2.430 0.961 0.422  -0.13
7 C -1.469 1.843 1.241  -0.52
8 C -2.265 2.833 2.100  -0.03
9 C -0.643 0.919 2.123  -0.04
10 N -0.537 2.512 0.342  -0.11
11 O 0.330 3.362 1.080  -0.02
12 H 0.987 2.662 -1.845  0.08
13 H 0.019 3.877 -2.680  0.09
14 H 0.897 4.297 -1.204  0.08
15 H -2.742 4.241 -0.303  0.07
16 H -1.246 5.078 0.032  0.09
17 H -1.837 4.984 -1.627  0.09
18 H -2.091 2.622 -2.600  0.13
19 H -1.099 1.288 -2.013  0.10
20 H -3.638 2.345 -0.763  0.10
21 H -3.362 0.758 -1.504  0.11
22 H -2.018 -0.036 0.256  0.10
23 H -3.321 0.838 1.046  0.12
24 H -3.243 3.071 1.666  0.08
25 H -1.746 3.790 2.152  0.08
26 H -2.475 2.453 3.101  0.08
27 H -1.233 0.113 2.576  0.09
28 H -0.205 1.420 2.993  0.08
29 H 0.153 0.453 1.539  0.08
30 H 1.122 2.828 1.195  0.11
31 C 1.245 -0.647 -2.794  -0.04
32 C 0.920 -0.841 -1.318  -0.47
33 C 0.021 -2.034 -1.071  -0.06
34 O 2.182 -1.039 -0.630  -0.07
35 H 0.543 -1.198 -3.417  0.08
36 H 2.275 -0.925 -2.993  0.08
37 H 1.161 0.413 -3.052  0.06
38 H 0.423 0.036 -0.893  0.10
39 H -0.148 -2.211 -0.008  0.08
40 H 0.410 -2.936 -1.546  0.08
41 H -0.961 -1.840 -1.519  0.08
42 H 2.083 -1.693 0.068  0.05
43 C 2.296 -5.779 2.283  -0.06
44 C 2.092 -4.690 1.237  -0.50
45 C 3.416 -4.072 0.825  -0.06
46 O 1.370 -5.203 0.113  -0.06
47 H 3.015 -5.449 3.043  0.08
48 H 2.667 -6.705 1.848  0.08
49 H 1.370 -5.938 2.836  0.08
50 H 1.433 -3.926 1.656  0.13
51 H 3.374 -3.359 0.005  0.07
52 H 4.110 -4.873 0.553  0.09
53 H 3.828 -3.564 1.702  0.09
54 H 1.955 -5.796 -0.371  0.09